(1)
This record from the Open Molecules 2025 dataset describes a 2-piece molecular cluster, C22H48Cl2N3O5PS overall in a non-equilibrium geometry. The level of theory is ωB97M-V/def2-TZVPD.

XYZ file:
```
82
C22H48Cl2N3O5PS, DFT ωB97M-V/def2-TZVPD
C 1.17636 0.69775 2.20944
C 0.11103 1.45522 1.42731
Cl -1.54675 1.39386 2.20074
C 0.33064 2.14515 0.26763
Cl -1.23241 2.89264 -0.37273
P 1.90497 2.39491 -0.77644
C 0.95966 2.18190 -2.46561
C 1.95567 2.24273 -3.70216
N 1.27825 2.00082 -4.99659
C 3.09860 2.64493 0.71540
C 4.48825 3.31364 0.30977
C 5.49305 3.02451 1.52551
S 6.39693 1.43027 1.35371
C 2.30837 0.49849 -0.93547
O 3.73838 0.21072 -0.80348
C 3.83613 -1.14277 -0.37397
O 5.17372 -1.48310 -0.07533
C 5.75511 -2.35941 -1.04284
C 6.60675 -1.47015 -2.04788
O 6.21778 -1.70910 -3.40742
C 1.69009 4.31599 -0.82851
O 1.13190 4.88813 0.40363
N 1.51006 6.16931 0.60196
O 1.54464 6.37789 1.78091
H 1.61741 1.37968 2.98880
H 2.01882 0.20562 1.69636
H 0.66973 -0.11204 2.80759
H 3.09067 2.60273 -1.61089
H 0.32660 1.24531 -2.48764
H 0.23402 2.99638 -2.69538
H 2.80279 1.53527 -3.48398
H 2.41832 3.26643 -3.68750
H 1.21972 0.99465 -5.13553
H 1.88186 2.40718 -5.70941
H 2.62017 3.19752 1.57528
H 3.45747 1.69431 1.18450
H 4.42171 4.42208 0.23119
H 4.94999 2.81240 -0.57005
H 6.26165 3.83871 1.47170
H 4.91128 3.09356 2.47873
H 5.66612 0.54443 2.10853
H 2.11866 0.11638 -1.98419
H 1.65695 -0.16572 -0.30930
H 3.23550 -1.32986 0.55625
H 3.37925 -1.76209 -1.19873
H 5.02382 -3.01493 -1.57441
H 6.46584 -3.03472 -0.50754
H 7.68032 -1.75942 -1.91006
H 6.48996 -0.37954 -1.82407
H 5.26725 -1.85918 -3.43330
H 2.65867 4.85333 -1.01995
H 1.02282 4.68648 -1.65364
C -1.96351 -2.36930 0.08006
C -2.78325 -3.24316 1.02566
C -4.18118 -3.55737 0.50482
N -5.27718 -2.59143 0.95936
C -5.59115 -2.84054 2.42449
C -6.82088 -2.07646 2.88874
C -8.03863 -2.37973 2.02885
C -7.74249 -2.16127 0.55372
C -6.50116 -2.91598 0.11055
C -4.85462 -1.16484 0.73009
H -2.30067 -1.33334 0.08119
H -0.91624 -2.36657 0.38576
H -2.00847 -2.74248 -0.94550
H -2.79843 -2.80661 2.02678
H -2.25175 -4.19421 1.11802
H -4.49418 -4.54509 0.84899
H -4.19760 -3.56508 -0.58659
H -5.75129 -3.91473 2.53792
H -4.71613 -2.55142 3.00564
H -7.03514 -2.34609 3.92529
H -6.62392 -1.00097 2.89101
H -8.87720 -1.75226 2.33599
H -8.34670 -3.41893 2.18822
H -7.64095 -1.09346 0.34446
H -8.59288 -2.50177 -0.04154
H -6.24863 -2.67754 -0.92340
H -6.66459 -3.99271 0.19413
H -4.55316 -1.06095 -0.31028
H -4.03705 -0.92754 1.40787
H -5.68551 -0.49745 0.93875
```

total energy = -3067.028050 a.u.
spin multiplicity = 1
frontier orbital gap = 5.503 eV

Atom charges from the Mulliken analysis, given in e for atoms 1 to 5: -1.12, 0.19, -0.27, -0.25, -0.26

(2)
This record from the Open Molecules 2025 dataset describes C13H14BrN4ORuS2 as an isolated structure in a non-equilibrium geometry. The level of theory is ωB97M-V/def2-TZVPD.

XYZ file:
```
36
C13H14BrN4ORuS2, DFT ωB97M-V/def2-TZVPD
Ru -1.99865 -13.27349 3.75343
N -1.47084 -10.85791 1.57715
C -1.37429 -10.59190 2.95201
N -2.18598 -11.29365 3.78895
C -2.30530 -10.58455 5.06782
C -1.57884 -9.39753 5.01877
S -0.61071 -9.23290 3.60882
C -2.94682 -11.49066 6.02154
C -3.21113 -11.58253 7.35081
S -3.66471 -13.19624 7.80921
C -3.72912 -13.65968 6.16101
N -3.15538 -12.75303 5.33371
N -4.26084 -14.79189 5.71672
H -2.05588 -11.56579 1.21828
H -0.89667 -10.36015 0.88937
H -1.55864 -8.61708 5.78046
H -3.11798 -10.78852 8.09890
H -4.49398 -15.51248 6.35125
H -4.33970 -14.93008 4.71586
Br -6.59527 -14.29550 -0.84519
C -5.27349 -14.16210 0.49178
C -5.68414 -13.74159 1.79184
C -4.74081 -13.25928 2.65939
C -3.32786 -13.51662 2.44037
C -2.98492 -14.05906 1.21916
C -3.91378 -14.34568 0.21782
H -6.75940 -13.68908 2.02097
H -5.16981 -12.72927 3.52024
H -1.91724 -14.15559 0.96515
H -3.60419 -14.69878 -0.72833
C 0.88656 -13.87763 5.17677
O -0.43347 -13.28960 5.19467
H 1.56919 -13.11888 5.53131
H 1.08738 -14.22114 4.15983
H 0.97996 -14.76972 5.83030
H -0.71290 -13.01539 6.08440
```

total energy = -4262.115532 a.u.
spin multiplicity = 5
total charge = +3
frontier orbital gap (spin up / spin down) = 6.772 / 3.889 eV
relative energy (zero: lowest compared OMol25 entry of this formula, charge and spin) = 129.0 kJ/mol

Atom charges from the Mulliken analysis, given in e for atoms 1 to 5: 0.29, -0.24, 0.52, 0.06, -0.14

(3)
This record from the Open Molecules 2025 dataset describes a 2-piece molecular cluster, C5H7NO overall in a non-equilibrium geometry. The level of theory is ωB97M-V/def2-TZVPD.

XYZ file:
```
14
C5H7NO, DFT ωB97M-V/def2-TZVPD
N -0.46388 2.11777 -1.69665
C 0.37484 1.33114 -1.52868
O 1.29984 0.44775 -1.35617
C 0.89449 -0.71089 -0.55749
C -0.57157 -1.04801 -0.52765
C -0.65724 -0.87371 0.79335
C 0.78391 -0.44274 0.96903
H 1.59349 -1.48694 -0.87219
H -1.26936 -1.33297 -1.30740
H -1.46295 -0.99821 1.51056
H 0.93650 0.61123 1.22320
H 1.40666 -1.06705 1.61829
H -1.35847 1.86160 0.52729
H -1.50626 1.59104 1.20452
```

total energy = -324.584701 a.u.
SMILES = N#CO[C@@H]1C=CC1.[H][H]
spin multiplicity = 1
frontier orbital gap = 11.223 eV
relative energy (zero: lowest compared OMol25 entry of this formula, charge and spin) = 367.0 kJ/mol

Atom charges from the Mulliken analysis, given in e for atoms 1 to 5: -0.51, 0.61, -0.47, 0.37, -0.54

(4)
This record from the Open Molecules 2025 dataset describes a 8-piece molecular cluster, C42H49F5O6S3 overall in a non-equilibrium geometry. The level of theory is ωB97M-V/def2-TZVPD.

XYZ file:
```
105
C42H49F5O6S3, DFT ωB97M-V/def2-TZVPD
O 3.68693 -1.88381 3.22687
S 3.27088 -0.68147 2.48062
O 2.81618 0.52578 3.16838
C 4.66170 -0.22341 1.50100
C 3.92388 0.38386 0.32099
C 2.64119 -0.43326 0.03808
C 2.22540 -1.03498 1.16447
H 4.85944 -1.00244 0.97122
H 5.37267 0.33622 1.93500
H 3.51639 1.35959 0.51003
H 4.52601 0.42386 -0.48519
H 2.88295 -1.08676 -0.73370
H 1.98073 0.18826 -0.47411
H 2.42040 -1.96736 0.91190
H 1.35373 -0.64824 1.45973
O 2.04458 3.69216 4.46813
S 2.36682 3.77096 3.00524
O 3.58830 3.23422 2.45729
C 1.01632 3.13889 2.04553
C 0.96280 4.20042 0.88465
C 1.18774 5.49625 1.55538
C 2.26434 5.42746 2.43963
H -0.05659 3.19221 2.33101
H 1.18490 2.14299 1.51833
H 1.66230 3.84998 0.12633
H 0.14469 4.15980 0.28329
H 0.22935 5.62051 2.24533
H 0.92923 6.28888 0.82164
H 1.99620 6.13894 3.35402
H 3.02249 5.73358 1.89084
O 5.47213 0.87610 -5.49313
S 4.82199 2.02559 -4.94168
O 5.39894 3.33120 -4.71509
C 3.26609 2.33010 -5.87853
C 2.34669 1.99187 -4.62976
C 2.94323 2.14410 -3.31720
C 4.14315 1.47231 -3.49813
H 3.10121 1.79868 -6.84216
H 3.49973 3.21781 -6.11114
H 1.44023 2.56721 -4.88148
H 1.88123 1.01575 -4.85682
H 2.39872 1.69987 -2.69775
H 3.20449 3.20276 -3.04256
H 4.41238 0.36132 -3.45812
H 4.76469 1.79147 -2.59323
F -2.97658 5.01672 -1.28728
C -3.73490 4.15727 -0.62256
C -4.43584 2.97298 -1.12083
C -4.98030 2.09562 -0.22219
C -4.97085 2.44658 1.12946
C -4.29397 3.58903 1.70182
C -3.75661 4.44048 0.76390
H -4.41051 2.75178 -2.16706
H -5.43121 1.07571 -0.51711
H -5.26662 1.74787 2.00022
H -4.24872 3.62450 2.81629
H -3.35982 5.37306 1.21743
F 1.37622 -1.82897 -7.10050
C 1.31087 -2.37461 -5.83397
C 0.16728 -2.71651 -5.21276
C 0.14842 -3.52797 -3.97709
C 1.37126 -3.73064 -3.32364
C 2.60596 -3.27127 -3.92064
C 2.56000 -2.69525 -5.15322
H -0.80723 -2.75082 -5.69311
H -0.85016 -3.87516 -3.53554
H 1.42349 -4.41795 -2.46251
H 3.38684 -3.50253 -3.24928
H 3.52620 -2.34973 -5.47726
F -1.78798 -1.07071 2.11944
C -1.51833 -0.54293 0.95600
C -1.01019 -1.35202 -0.16432
C -0.61457 -0.83065 -1.43924
C -0.66975 0.63440 -1.60612
C -1.20829 1.35872 -0.55063
C -1.61474 0.82513 0.63425
H -0.99352 -2.48552 0.04663
H -0.19207 -1.58753 -2.16133
H -0.32226 1.10566 -2.47299
H -1.33496 2.52164 -0.53471
H -2.10857 1.37110 1.37230
F 0.37343 -4.39036 1.57826
C -0.69905 -5.13427 1.09395
C -2.02423 -5.09470 1.75112
C -2.97478 -5.88983 1.06713
C -2.72123 -6.61616 -0.02008
C -1.47325 -6.58015 -0.67524
C -0.42578 -5.83499 -0.13800
H -2.24452 -4.65508 2.66064
H -3.90151 -5.80854 1.53024
H -3.59316 -7.27633 -0.57326
H -1.08453 -7.37592 -1.46936
H 0.50084 -6.05793 -0.45408
F -5.21874 -3.59495 3.87761
C -4.92407 -2.78038 4.90058
C -3.59282 -2.22315 5.04733
C -3.41269 -1.24294 6.03928
C -4.43867 -0.92617 6.92350
C -5.83641 -1.45935 6.65418
C -6.02619 -2.29580 5.60962
H -2.72782 -2.52540 4.42624
H -2.47778 -0.58485 6.20174
H -4.27006 -0.40837 7.79039
H -6.52598 -1.06195 7.25028
H -7.03585 -2.54914 5.51094
```

total energy = -3774.589374 a.u.
SMILES = O=S1(=O)CCCC1.O=S1(=O)CCCC1.O=S1(=O)CCCC1.Fc1ccccc1.Fc1ccccc1.Fc1ccccc1.Fc1ccccc1.Fc1ccccc1
spin multiplicity = 1
frontier orbital gap = 9.220 eV
relative energy (zero: lowest compared OMol25 entry of this formula, charge and spin) = 212.1 kJ/mol

Atom charges from the Mulliken analysis, given in e for atoms 1 to 5: -0.78, 0.98, -0.47, -1.59, -0.49

(5)
This record from the Open Molecules 2025 dataset describes C22H25MoN3Se3Te as an isolated structure in a non-equilibrium geometry. The level of theory is ωB97M-V/def2-TZVPD.

XYZ file:
```
55
C22H25MoN3Se3Te, DFT ωB97M-V/def2-TZVPD
Mo 1.15038 0.59862 0.14054
C 0.45390 1.43536 4.52106
C -0.45709 0.44587 4.80277
C -0.78056 -0.48676 3.80444
C -0.24580 -0.31137 2.50498
C 0.61166 0.77017 2.21931
C 0.88683 1.68359 3.16698
C -0.64609 -1.17870 1.37074
C -1.13482 -2.50195 1.50992
C -1.75709 -3.09952 0.43465
C -1.68513 -2.51875 -0.86571
C -2.48217 -3.03848 -1.91001
C -2.72604 -2.31120 -3.04492
C -2.15037 -0.97305 -3.16198
C -1.29750 -0.49240 -2.19934
C -1.13278 -1.19456 -0.97395
N -0.52529 -0.64057 0.14173
H 0.89041 2.09025 5.31047
H -0.83496 0.34838 5.79680
H -1.39005 -1.37968 4.01915
H 1.53540 2.53563 2.99655
H -1.24165 -2.94479 2.47612
H -2.38079 -3.96083 0.54832
H -2.76944 -4.07945 -1.85707
H -3.37897 -2.66591 -3.85673
H -2.36006 -0.32664 -4.04498
H -0.84897 0.49606 -2.33146
Se 3.05880 -0.02336 1.46373
Se 4.51887 1.91233 1.03467
Te 4.40907 2.32823 -1.41665
Se 1.96507 1.95150 -1.84385
C 1.93589 -3.31539 -0.80669
C 2.91472 -2.19557 -0.95879
C 3.92859 -2.32601 -2.17193
C 2.14687 -0.87539 -1.24260
H 2.53168 -4.20097 -0.56047
H 1.29348 -3.43698 -1.68440
H 1.29876 -3.15319 0.07444
H 3.42747 -2.08138 -0.01177
H 3.46631 -2.02522 -3.13937
H 4.24180 -3.37247 -2.21975
H 4.78815 -1.66070 -1.99559
H 1.40401 -0.96377 -2.03861
H 2.96693 -0.24772 -1.67681
C -2.66149 4.10000 -1.40466
N -1.85169 4.10597 -0.19106
C -2.21992 5.13166 0.81381
C -0.98242 3.16721 0.15367
N -0.08328 2.41475 0.14427
H -2.14489 4.41967 -2.31555
H -3.50566 4.76403 -1.22561
H -3.07949 3.09904 -1.56882
H -2.06067 4.82816 1.84624
H -3.27960 5.26624 0.73281
H -1.73037 6.09002 0.69095
```

total energy = -8557.415949 a.u.
spin multiplicity = 1
total charge = +2
frontier orbital gap (spin up / spin down) = 4.702 / 4.836 eV

Atom charges from the Mulliken analysis, given in e for atoms 1 to 5: -0.91, -0.63, -0.77, -0.81, 1.37

(6)
This record from the Open Molecules 2025 dataset describes C4H9BO as an isolated structure in a non-equilibrium geometry. The level of theory is ωB97M-V/def2-TZVPD.

XYZ file:
```
15
C4H9BO, DFT ωB97M-V/def2-TZVPD
B -0.62233 -0.00762 -0.24545
C 0.41734 1.18130 -0.24270
C 1.72371 0.43588 0.18050
C 1.44876 -1.07474 0.00099
C -2.60073 -0.25226 0.06802
O 0.01976 -1.20487 0.06324
H 0.45767 1.76107 -1.21391
H 0.19301 1.82561 0.48532
H 2.56429 0.69819 -0.34753
H 1.64666 0.67840 1.30224
H 1.65662 -1.41425 -0.95897
H 1.97841 -1.76404 0.67619
H -3.20014 0.68607 0.04705
H -2.65944 -0.73202 0.96598
H -3.02357 -0.81671 -0.78098
```

total energy = -257.867350 a.u.
spin multiplicity = 1
frontier orbital gap = 10.415 eV
relative energy (zero: lowest compared OMol25 entry of this formula, charge and spin) = 151.7 kJ/mol

Atom charges from the Mulliken analysis, given in e for atoms 1 to 5: 0.42, -0.78, -0.46, -0.39, -1.02